C4H8NO | the ωB97M-V functional and the def2-TZVPD basis

The geometry in XYZ format:
```
14
Properties=species:S:1:pos:R:3
C -0.41727 1.92948 1.98928
C -0.13433 1.61413 0.72994
C 0.32454 -0.34134 -0.83246
C -0.13283 -1.69765 -1.05475
N 0.13067 0.28782 0.42447
O -0.25748 -2.08766 -2.28021
H -0.51467 2.90148 2.49654
H -0.61175 1.00426 2.62620
H 0.27061 2.39725 0.04388
H 1.47370 -0.44580 -1.11606
H 0.05192 0.33828 -1.73262
H -0.13239 -2.44638 -0.20309
H 0.27648 -0.37172 1.30241
H -0.32720 -3.08215 -2.39353
```

As for the total charge: +1. As for the spin multiplicity: 1. The HOMO-LUMO gap is 5.73 eV.

=====

C35H33ClN4S2Si2V | the ωB97M-V functional and the def2-TZVPD basis

The geometry in XYZ format:
```
78
Properties=species:S:1:pos:R:3
C 0.74594 3.44552 2.89429
C -0.03522 2.39323 3.41348
C 0.56801 1.15560 3.02016
H -0.86220 2.48978 4.11994
C 1.77146 1.48466 2.29189
C 1.81100 2.90441 2.10919
H 2.58918 3.45777 1.59054
H 0.66425 4.48227 3.20106
H 0.29465 0.16059 3.37122
H 2.57256 0.79321 2.03993
V 0.11350 1.92885 1.01340
Si -2.81071 -1.01419 -1.79391
C -2.88678 -2.77523 -1.22358
C -2.84268 -3.80318 -2.17322
H -2.76194 -3.55650 -3.23515
C -2.88080 -5.14040 -1.76445
H -2.81361 -5.93302 -2.50950
C -2.96093 -5.45913 -0.40465
H -2.95513 -6.50575 -0.08521
C -3.01115 -4.43320 0.54422
H -3.03467 -4.67171 1.61229
C -3.00696 -3.09583 0.13851
H -3.09071 -2.30191 0.88721
C -1.19979 -0.21851 -1.19610
C -0.83098 -0.10961 0.15204
H -1.50198 -0.51734 0.90657
C 0.59618 0.00077 0.50066
H 1.03567 -0.61202 1.29412
C 1.33269 1.12660 -0.34890
H 2.34551 1.48369 -0.12463
C 0.89405 1.00782 -1.76900
H 1.46088 1.52555 -2.53104
C -0.17686 0.13931 -2.12589
H -0.31923 -0.09857 -3.18443
H -3.88132 -0.33589 -1.03565
Si 1.43467 -0.59181 -0.99009
C 3.32834 -0.67788 -1.28246
C 4.02701 -1.79135 -0.80883
H 3.49639 -2.57282 -0.26139
C 5.39617 -1.92442 -1.05638
H 5.92665 -2.80119 -0.68916
C 6.07301 -0.93073 -1.78105
H 7.13645 -1.04580 -1.99676
C 5.38323 0.20453 -2.22092
H 5.90786 0.99101 -2.76824
C 4.01402 0.34055 -1.96073
H 3.49838 1.24092 -2.30358
C 1.02424 -2.45390 -1.05698
C 0.61952 -3.15500 0.08383
H 0.48648 -2.64481 1.04181
C 0.36659 -4.52760 0.00081
H 0.05612 -5.07172 0.89833
C 0.44637 -5.17838 -1.23173
H 0.20249 -6.23715 -1.29776
C 0.77186 -4.46383 -2.39120
H 0.77453 -4.95808 -3.36672
C 1.06298 -3.10032 -2.29729
H 1.31115 -2.52905 -3.19706
H -3.06955 -0.91753 -3.15736
Cl -0.39903 3.26645 -0.91179
N -2.55940 0.29256 2.61057
C -2.86012 1.52459 2.09428
N -2.00471 2.43163 1.63317
C -2.69814 3.66293 1.44928
C -4.07049 3.53205 1.51202
S -4.55984 1.93918 1.97069
C -2.00182 4.89324 1.17768
C -2.52844 6.02033 0.53736
S -1.29382 7.16225 0.18553
C -0.12168 6.05926 0.91957
N -0.65452 5.00462 1.47303
N 1.18405 6.32267 0.79001
H -3.36297 -0.21340 2.96936
H -1.69114 0.20442 3.13743
H -4.75029 4.34311 1.28203
H -3.57438 6.13707 0.27341
H 1.45844 7.17608 0.32512
H 1.88144 5.63970 1.06675
```

The expectation value of S² is 2.260. As for the total charge: +1. As for the spin multiplicity: 3. The HOMO-LUMO gap (alpha / beta) is 5.97 / 5.67 eV.

=====

C17H13Cl2N3O2S | the ωB97M-V functional and the def2-TZVPD basis

The geometry in XYZ format:
```
38
Properties=species:S:1:pos:R:3
C -6.50659 -1.58604 -1.45460
C -5.31249 -0.96283 -0.73490
C -5.82207 -0.57055 0.70729
C -4.80855 0.04902 1.38074
C -3.44946 0.01928 0.65418
C -3.13879 -0.34431 -0.50142
C -4.01904 -0.79863 -1.27983
N -1.95785 0.00737 -0.80284
C -1.36918 0.70766 0.41013
C 0.04745 0.97761 0.56866
C 0.96785 0.56197 -0.43625
S 0.94756 -0.95692 -1.02595
C 2.24246 -1.75252 -0.07519
C 2.86218 -1.16710 1.06072
C 3.83649 -1.75913 1.40367
C 4.15977 -3.24660 1.38339
C 3.40315 -4.09340 0.36938
C 2.51419 -3.04987 -0.42501
C 1.95368 1.63572 -1.08179
Cl 1.75690 3.23040 -0.45798
Cl 3.02934 1.14098 -2.24108
N 0.45654 1.44955 1.58463
O 1.59307 1.65140 1.97807
O -0.32616 1.56072 2.64962
N -2.25223 0.64448 1.29316
H -6.36678 -2.46185 -1.55253
H -7.50435 -1.38948 -1.26935
H -6.55413 -1.18242 -2.29115
H -6.76129 -0.48413 0.80076
H -5.03001 0.54969 2.21445
H -3.98999 -1.34543 -2.23009
H -1.29899 -0.57794 -1.61153
H 2.78768 -0.13266 1.11989
H 4.33396 -1.44769 2.31336
H 4.80311 -3.70361 1.93951
H 3.60651 -4.99249 0.23769
H 1.85993 -3.73292 -1.08237
H -2.09800 1.01250 2.16882
```

As for the total charge: 0. As for the spin multiplicity: 1. The HOMO-LUMO gap is 7.55 eV. As for the structure (SMILES): Cc1ccc2c(c1)N/C(=C(\C(Sc1ccccc1)=C(Cl)Cl)[N+](=O)[O-])N2.

=====

C22H27AsBN11NiO6 | the ωB97M-V functional and the def2-TZVPD basis

The geometry in XYZ format:
```
69
Properties=species:S:1:pos:R:3
Ni -0.37833 0.55580 0.23586
C -4.17213 1.95587 -0.95383
C -2.88500 2.20705 -0.49310
N -2.18266 1.07407 -0.45236
N -2.98621 0.09073 -0.90352
C -4.19015 0.59646 -1.20362
B -2.42102 -1.34405 -1.14696
N -2.03503 -1.94914 0.22765
C -2.28647 -3.10550 0.86828
C -1.53784 -3.14943 2.02495
C -0.83019 -1.95127 2.02019
N -1.14027 -1.23382 0.94710
N -1.08815 -1.16088 -1.93153
C -0.68865 -1.77494 -3.05522
C 0.60767 -1.39065 -3.33025
C 0.94784 -0.52064 -2.29967
N -0.08184 -0.38974 -1.46222
N -3.39901 -2.12383 -1.99618
C -4.02940 -3.32927 -1.91173
C -4.75797 -3.51191 -3.05358
C -4.51576 -2.34876 -3.81079
N -3.70467 -1.52300 -3.18168
H -4.96603 2.66316 -1.11538
H -2.42710 3.14749 -0.23677
H -4.96199 -0.02923 -1.61506
H -2.96516 -3.83875 0.48130
H -1.50356 -3.93695 2.75671
H -0.11675 -1.58372 2.73883
H -1.35953 -2.42336 -3.59126
H 1.22074 -1.69225 -4.16048
H 1.87806 -0.01075 -2.11243
H -3.93071 -3.99016 -1.07325
H -5.37426 -4.35752 -3.30393
H -4.89849 -2.08409 -4.78384
N 0.57905 2.26733 -0.57520
H 0.15482 2.53549 -1.45851
H 1.51576 1.88077 -0.75407
H 0.71077 3.11118 -0.02806
C -1.60399 3.43219 2.24475
As -0.90726 1.62536 2.29876
C -2.30632 0.72473 3.27404
C 0.57323 1.84363 3.51515
H -1.55632 3.79893 3.27060
H -2.63793 3.43875 1.91327
H -0.99856 4.08239 1.61628
H -2.49377 1.29604 4.18310
H -2.02595 -0.29265 3.52818
H -3.20114 0.71213 2.65294
H 0.15471 2.08020 4.49321
H 1.18787 2.67303 3.17042
H 1.17463 0.94059 3.56053
O 2.84576 0.70697 -0.34338
C 2.46532 0.07910 0.64276
O 1.31616 0.24107 1.21395
C 3.37941 -0.93157 1.27881
C 4.67283 -1.08585 0.79461
C 5.49206 -2.03167 1.37767
C 5.08358 -2.84093 2.42122
C 3.79384 -2.65703 2.87652
C 2.94264 -1.71756 2.33019
N 3.29337 -3.49322 3.98555
O 2.12760 -3.34918 4.30682
O 4.06661 -4.27041 4.49225
N 6.87157 -2.19386 0.86232
O 7.21587 -1.45462 -0.03330
O 7.54703 -3.06655 1.36027
H 5.02908 -0.47991 -0.02583
H 5.74295 -3.57764 2.85458
H 1.95170 -1.60489 2.73210
```

The expectation value of S² is 0.865. As for the total charge: +1. As for the spin multiplicity: 2. The HOMO-LUMO gap (alpha / beta) is 6.23 / 8.03 eV.

=====

C5H8N2 | the ωB97M-V functional and the def2-TZVPD basis

The geometry in XYZ format:
```
15
Properties=species:S:1:pos:R:3
C -0.37140 2.15392 -0.43276
N 0.69986 1.39183 -0.04109
C 0.37858 0.42291 0.96901
C 0.18587 -0.72274 0.31579
C -0.30768 -2.04992 0.78214
C 0.45355 -0.34103 -1.10653
N 1.20271 0.79279 -1.15555
H -0.75959 0.45591 -1.17880
H -0.26519 2.62762 -1.40338
H -0.91402 2.68866 0.34702
H 0.18060 0.74157 1.98335
H -1.24232 -2.30459 0.26885
H -0.50170 -2.04728 1.85843
H 0.41438 -2.84445 0.56301
H 0.57656 -1.08927 -1.88834
```

As for the total charge: 0. As for the spin multiplicity: 1. The HOMO-LUMO gap (alpha / beta) is 8.56 / 8.57 eV.

=====

CH5N3O2 | the ωB97M-V functional and the def2-TZVPD basis

The geometry in XYZ format:
```
11
Properties=species:S:1:pos:R:3
C 0.18921 -0.09831 -0.34740
N -1.03648 0.09851 -1.09993
N 0.54600 -1.40889 -0.02082
N -0.03964 0.76489 1.02437
O -0.56630 1.84887 0.94690
O 0.50834 0.29421 1.98330
H 1.26290 0.76635 -0.62179
H -0.78571 0.16820 -2.03405
H -1.22092 1.04050 -0.66706
H -0.12899 -2.10816 0.09704
H 1.27160 -1.36617 0.73944
```

As for the total charge: 0. As for the spin multiplicity: 1. The HOMO-LUMO gap is 10.12 eV.

=====

no.,strongest force on any atom (Eh/bohr)
1,0.08361
2,0.16194
3,0.35438
4,0.01369
5,0.00623
6,0.08128